Density functional theory data (the ωB97M-V functional and the def2-TZVPD basis) for a structure of composition C2H3FS2.

```
8
Properties=species:S:1:pos:R:3:forces:R:3
C -0.675 0.722 0.755 0.0 -0.1 -0.1
C 0.701 -0.681 -0.691 0.4 0.4 0.7
F 0.095 -1.306 -1.727 -0.3 -0.3 -0.5
S 0.399 1.121 -0.670 -0.1 -0.5 0.2
S -0.111 -1.009 0.913 0.1 0.3 -0.4
H -0.439 1.318 1.632 0.0 0.0 0.0
H -1.730 0.786 0.500 0.0 0.1 0.1
H 1.759 -0.951 -0.712 -0.1 0.0 0.0
```
Positions in Å, forces in eV/Å.

Summary:
- Highest occupied orbital energy: -0.3494 Ha
- Energy relative to the best compared isomer or geometry (same formula, charge and spin): 0.7 kJ/mol
- E_tot: -974.2189 hartree
- Kohn-Sham gap: 9.68 eV
- 2S+1: 1
- Lowest unoccupied orbital energy: 0.17 eV